Computed, not measured: a structure of composition C23H18ClN6RuS at a distorted geometry, with wB97M-V/def2-TZVPD.

Structure (XYZ):
```
50
Properties=species:S:1:pos:R:3:forces:R:3
Ru -0.1622 -1.9991 0.2354 0.117 0.632 -0.595
N 0.2032 -6.0948 -0.0193 1.423 2.035 -0.098
C 1.6049 -5.9288 -0.1635 -0.328 0.623 0.186
C 2.6112 -6.8674 -0.3207 -0.078 -0.288 0.352
C 3.9223 -6.4296 -0.4087 -0.486 1.416 -0.376
C 4.1683 -5.0261 -0.5070 -1.311 -0.565 0.761
C 3.1521 -4.0793 -0.3136 -0.203 -1.833 -0.397
C 1.8361 -4.5430 -0.1146 1.177 -0.604 -0.296
N 0.6165 -3.8866 0.0486 -0.570 -0.500 -0.172
C -0.3016 -4.8612 0.0862 -1.916 0.245 0.030
C -1.7575 -4.4837 0.1176 0.996 0.438 -0.273
C -2.8273 -5.2711 -0.1713 0.191 -0.257 0.317
S -4.2421 -4.3021 -0.1656 -0.320 -0.570 -0.194
C -3.3531 -2.9226 0.1307 0.985 1.010 -0.200
N -2.0393 -3.0914 0.2616 -0.504 -1.942 -0.281
H -0.2916 -6.9476 0.0426 -0.514 -0.874 0.031
H 2.2944 -7.8959 -0.3281 0.411 -0.394 -0.005
H 4.7820 -7.0802 -0.4637 -0.225 -0.297 -0.113
H 5.1741 -4.7308 -0.6992 0.466 0.420 -0.037
H 3.3324 -3.0543 -0.4434 0.552 1.007 -0.168
H -2.8449 -6.3597 -0.3733 -0.112 0.961 0.212
H -3.8097 -1.9280 0.0679 0.157 -0.505 0.341
Cl 0.9235 -1.5972 2.3592 0.642 0.353 0.839
C 1.6955 -1.2695 0.8284 -0.965 -0.538 -1.004
H 2.4805 -1.9443 0.5378 0.172 0.016 0.695
H 1.8845 -0.2422 0.5759 -0.018 0.466 0.459
N -1.9621 5.2856 -0.0206 0.633 -1.442 0.412
C -1.3617 6.4820 0.0096 -0.815 -1.352 -0.129
C -1.8703 7.7268 0.3634 0.749 1.781 1.370
C -0.8798 8.6411 0.6780 -1.845 0.991 -0.944
C 0.4634 8.4290 0.3562 1.934 0.052 -0.238
C 0.9593 7.1879 -0.1155 -0.717 0.157 -0.426
C 0.0157 6.2338 -0.3129 -0.225 1.068 0.191
N 0.1808 4.9318 -0.6169 0.459 -2.220 0.330
C -0.9069 4.3187 -0.3083 -0.442 1.330 -0.910
C -1.0224 2.8551 -0.2948 0.231 -0.058 -0.097
C -0.2394 2.1270 -1.2013 -0.120 0.509 -1.395
C -0.2181 0.7393 -1.1288 0.323 0.860 0.697
N -0.8486 0.1028 -0.1112 -0.015 -0.435 -0.287
C -1.6474 0.8017 0.7170 -0.127 0.731 -0.886
C -1.7857 2.1909 0.6511 0.244 -0.136 -0.117
H -2.9087 5.0137 0.2642 0.461 0.589 -0.242
H -2.9099 7.9798 0.5478 0.081 -0.301 -0.214
H -1.1870 9.6608 0.9259 0.161 -0.419 0.305
H 1.2104 9.2386 0.4007 -0.703 -0.231 0.229
H 1.9767 7.0034 -0.3966 0.429 0.117 0.167
H 0.2303 2.6950 -2.0538 -0.247 -0.911 1.155
H 0.3873 0.1559 -1.8318 -0.357 0.126 0.330
H -2.3016 0.2627 1.3569 -0.014 -0.607 0.761
H -2.4269 2.7731 1.3218 0.183 -0.656 -0.073
```
Forces are in eV/Å.

Total charge: +3
Molar mass in g mol⁻¹: 547.03
LUMO level (spin up / spin down) in eV: -8.79 / -11.28
Expectation value of S²: 6.032
E_HOMO (spin up / spin down) in eV: -16.122 / -16.154
E_tot in eV: -58995.993
2S+1: 5